No. 1
{"formula": "C2H10O2S2", "method": "wB97M-V/def2-TZVPD", "species": ["C", "S", "S", "C", "H", "H", "H", "H", "H", "H", "O", "H", "H", "O", "H", "H"], "xyz": [[1.872, -0.195, -0.772], [0.315, 0.038, 0.132], [-0.602, 1.410, -1.108], [-0.090, 2.992, -0.401], [2.332, 0.760, -0.989], [1.646, -0.725, -1.684], [2.558, -0.779, -0.155], [-0.701, 3.733, -0.904], [0.940, 3.190, -0.665], [-0.253, 3.056, 0.679], [-1.486, -2.071, -1.834], [-1.491, -1.208, -1.397], [-2.358, -2.212, -2.214], [-1.178, -2.496, 3.591], [-0.293, -2.138, 3.707], [-1.212, -3.357, 4.014]], "forces_ev_per_angstrom": [[0.0, -0.1, 0.3], [0.0, 0.4, -0.3], [0.0, -0.3, 0.5], [0.0, 0.0, 0.0], [0.0, 0.2, 0.0], [0.1, -0.2, -0.3], [-0.2, 0.0, 0.0], [-0.2, 0.2, 0.0], [0.3, 0.0, 0.2], [0.0, -0.2, -0.3], [0.1, 0.0, 0.0], [-0.1, -0.3, -0.1], [0.0, 0.2, 0.1], [-0.2, 0.2, -0.2], [0.0, -0.2, 0.1], [0.2, 0.0, 0.1]], "nbo_charge": [-0.7436, 0.0830, 0.0699, -0.7466, 0.2172, 0.2291, 0.2258, 0.2266, 0.2137, 0.2295, -0.9474, 0.4750, 0.4676, -0.9405, 0.4706, 0.4702], "relative_energy_kj_mol": 46.82, "gap_ha": 0.3564, "e_homo_ev": -9.10}

No. 2
{"formula": "C2H10O2S2", "method": "wB97M-V/def2-TZVPD", "species": ["C", "S", "S", "C", "H", "H", "H", "H", "H", "H", "O", "H", "H", "O", "H", "H"], "xyz": [[-2.468, 0.330, -0.142], [-0.664, 0.648, -0.313], [0.329, -0.981, -0.956], [0.896, -1.817, 0.565], [-2.693, 0.710, 0.863], [-2.971, 0.879, -0.941], [-2.662, -0.738, -0.205], [0.157, -2.570, 0.807], [1.795, -2.322, 0.239], [1.097, -1.126, 1.389], [5.936, 3.099, 3.099], [5.462, 3.381, 3.887], [5.683, 2.187, 2.928], [-3.282, -0.244, -3.550], [-2.823, -0.418, -4.375], [-3.789, -1.018, -3.296]], "forces_ev_per_angstrom": [[0.7, 0.0, 0.1], [-0.1, 0.6, 0.1], [0.0, -0.1, 0.1], [-0.4, 0.1, -0.5], [-0.3, -0.1, -0.4], [-0.1, -0.2, 0.3], [-0.1, 0.1, 0.0], [-0.1, -0.1, 0.4], [0.4, -0.1, 0.2], [-0.1, -0.1, -0.3], [0.1, 0.1, -0.1], [0.0, -0.2, 0.0], [-0.1, 0.1, 0.1], [0.0, 0.5, 0.3], [-0.1, -0.3, 0.0], [0.1, -0.2, -0.3]], "nbo_charge": [-0.7408, 0.0557, 0.0833, -0.7442, 0.2201, 0.2355, 0.2261, 0.2124, 0.2204, 0.2306, -0.9399, 0.4699, 0.4700, -0.9475, 0.4762, 0.4723], "relative_energy_kj_mol": 67.60, "gap_ha": 0.3460, "e_homo_ev": -8.71}

No. 3
{"formula": "C2H10O3Si3", "method": "wB97M-V/def2-TZVPD", "species": ["O", "Si", "O", "Si", "O", "Si", "H", "H", "H", "H", "H", "H", "C", "C", "H", "H", "H", "H"], "xyz": [[-1.100, -1.223, 3.813], [-1.622, -0.167, 2.824], [-3.144, 0.152, 2.447], [-0.617, 1.112, 1.115], [0.916, 0.478, 0.914], [-1.828, 1.021, -0.831], [-4.013, -0.227, 2.614], [-0.295, 2.548, 1.239], [1.221, -0.315, 1.317], [-2.967, 0.084, -0.660], [-0.951, 0.605, -2.005], [-2.558, 2.297, -1.083], [3.153, -1.615, -2.047], [2.516, -0.468, -1.821], [3.403, -2.380, -1.229], [3.367, -1.903, -3.059], [2.253, -0.104, -0.869], [2.267, 0.103, -2.678]], "forces_ev_per_angstrom": [[-0.2, 1.0, -0.9], [0.5, -0.8, 0.7], [-1.0, 0.4, -0.4], [1.6, -0.1, 0.1], [-0.5, 1.0, -0.5], [-0.7, -0.4, -0.9], [0.4, -0.1, 0.3], [-0.4, 0.1, 0.6], [0.1, -0.9, 0.6], [0.2, -0.2, -0.1], [-0.4, 0.3, 0.6], [0.4, 0.0, 0.0], [-0.2, -0.9, 1.7], [0.9, -1.4, -0.6], [-0.3, 1.4, -1.3], [0.2, -0.2, -0.3], [-0.3, 0.3, 0.9], [-0.3, 0.8, -0.6]], "nbo_charge": [-1.1625, 1.7832, -1.1357, 0.7166, -1.0964, 0.3474, 0.5360, -0.1447, 0.5114, -0.1324, -0.1013, -0.1184, -0.3873, -0.3898, 0.1916, 0.1894, 0.2067, 0.1864], "relative_energy_kj_mol": 0.00, "gap_ha": 0.3584, "e_homo_ev": -10.03}

No. 4
{"formula": "C2H10O4", "method": "wB97M-V/def2-TZVPD", "species": ["C", "C", "O", "H", "H", "H", "H", "O", "H", "H", "O", "H", "H", "O", "H", "H"], "xyz": [[-1.903, -0.246, 0.993], [-0.506, 0.337, 1.031], [-0.018, 0.747, 2.045], [-2.000, -0.950, 1.819], [-2.249, -0.611, 0.031], [-2.540, 0.606, 1.259], [0.118, 0.093, 0.147], [-3.568, -0.520, -2.213], [-3.378, -0.048, -3.039], [-3.618, -1.444, -2.497], [2.479, 0.358, -1.540], [2.031, 0.668, -0.746], [3.343, 0.782, -1.506], [3.832, -0.197, 1.659], [4.167, -0.331, 0.760], [3.810, 0.756, 1.797]], "forces_ev_per_angstrom": [[-0.2, 1.4, 0.3], [-0.1, -2.2, 0.0], [0.2, 0.8, 0.0], [0.0, -0.2, -0.2], [0.3, -0.2, 0.0], [-0.2, -0.2, 0.0], [0.0, 0.6, -0.2], [0.1, -0.2, -0.6], [-0.1, -0.1, 0.4], [0.0, 0.2, 0.2], [0.1, 0.1, 0.1], [0.0, 0.0, 0.0], [-0.1, 0.0, -0.1], [0.1, 0.0, -0.3], [-0.1, 0.1, 0.3], [0.0, -0.1, 0.0]], "nbo_charge": [-0.7389, 0.4476, -0.5196, 0.2432, 0.2404, 0.2374, 0.0875, -0.9398, 0.4718, 0.4703, -0.9356, 0.4713, 0.4642, -0.9356, 0.4671, 0.4686], "relative_energy_kj_mol": 81.01, "gap_ha": 0.3788, "e_homo_ev": -9.80}

Which formula does entry 3 have? C2H10O3Si3